The following is a DFT calculation (wB97M-V/def2-TZVPD) of C18H42FeN3OP2S as an isolated structure at a distorted geometry.

total charge = +2
frontier orbital gap (spin up / spin down) = 0.271 / 0.273 hartree
E_HOMO (spin up / spin down) = -12.98 / -15.45 eV
spin multiplicity = 6
calculated total energy = -3294.54745 Ha

Structure (XYZ):
```
68
Properties=species:S:1:pos:R:3:mulliken_charge:R:1
Fe 0.13369 0.00322 -0.25760 -0.93
P 0.09255 -2.23732 -0.69308 0.67
P 0.09229 2.25668 -0.41019 0.82
N 1.82523 0.03261 -0.96277 0.40
C 1.75323 -2.34909 -1.50008 -0.94
H 2.24315 -3.29427 -1.23726 0.32
H 1.57644 -2.32175 -2.58671 0.56
C 2.62869 -1.16263 -1.07857 -0.89
H 3.16124 -1.36568 -0.11959 0.22
H 3.37595 -0.96614 -1.86950 0.56
C 2.62686 1.23406 -0.92632 -0.87
H 3.37858 1.13924 -1.73119 0.54
H 3.15348 1.31144 0.05405 0.21
C 1.75123 2.46267 -1.19807 -0.98
H 1.57940 2.57551 -2.28015 0.55
H 2.24158 3.36473 -0.81707 0.31
C 0.32759 3.15671 1.18330 0.35
C -0.86901 2.96498 2.11740 -1.33
H -0.55786 3.24247 3.13414 0.43
H -1.24214 1.93073 2.15540 0.11
H -1.70365 3.61090 1.81668 0.35
C -1.05268 3.19720 -1.49197 0.66
C -2.43163 3.33575 -0.84627 -1.47
H -3.14633 3.68406 -1.60266 0.49
H -2.42695 4.07037 -0.03184 0.29
H -2.80213 2.37975 -0.45752 0.27
C -1.05516 -3.03729 -1.88634 0.71
C -2.43208 -3.25583 -1.25537 -1.47
H -3.15231 -3.51111 -2.04363 0.48
H -2.79982 -2.35337 -0.75142 0.26
H -2.41750 -4.08370 -0.53506 0.29
C 0.34307 -3.32841 0.78762 0.30
C -0.81897 -3.22052 1.77284 -1.20
H -0.51321 -3.67930 2.72334 0.45
H -1.70862 -3.74138 1.39734 0.29
H -1.10094 -2.18290 1.99749 -0.07
C -1.64745 -0.01290 -0.11463 0.74
C -0.50833 4.54095 -1.98546 -1.42
H -0.44772 5.28110 -1.18118 0.25
H 0.47870 4.45202 -2.44973 0.33
H -1.19405 4.93500 -2.74484 0.47
C -0.50950 -4.31081 -2.54235 -1.41
H -1.19349 -4.61019 -3.34575 0.47
H 0.47818 -4.16223 -2.99096 0.33
H -0.45013 -5.14142 -1.83103 0.25
C 0.67218 -4.79891 0.49901 -1.60
H 1.01829 -5.25267 1.44099 0.44
H -0.21652 -5.36441 0.18264 0.33
H 1.47361 -4.93120 -0.23930 0.33
C 0.69646 4.64168 1.07864 -1.56
H -0.18217 5.25390 0.83460 0.34
H 1.04157 4.96793 2.07174 0.43
H 1.50167 4.85343 0.36307 0.32
H 1.19909 2.61975 1.60239 0.40
H 1.23728 -2.86914 1.24787 0.40
H -1.14398 2.52828 -2.36315 0.51
H -1.14898 -2.26601 -2.66703 0.44
O -2.66664 -0.05755 0.47212 -0.31
H -0.23037 -0.03448 -3.23797 0.25
H -0.87288 0.08399 -2.82970 -0.21
N 1.27556 0.25367 4.30136 -0.45
C 0.42231 -0.04515 3.32110 0.83
N -0.84050 -0.27021 3.71626 -0.29
S 1.09410 -0.17960 1.70147 -0.23
H 0.99119 0.26496 5.27656 0.20
H 2.24303 0.38122 4.07133 0.23
H -1.59196 -0.41871 3.07151 0.19
H -1.03183 -0.19468 4.70104 0.22
```

=====

The following is a DFT calculation (wB97M-V/def2-TZVPD) of a single CH3NO2S molecule at a distorted geometry.

total charge = 0
frontier orbital gap = 0.349 hartree
SMILES = NC(=O)SO
E_HOMO = -9.07 eV
spin multiplicity = 1
calculated total energy = -643.28017 Ha

Structure (XYZ):
```
8
Properties=species:S:1:pos:R:3:mulliken_charge:R:1
N -0.48010 -0.99506 -0.49143 -0.39
C -0.15055 -0.27600 0.56811 0.48
O -0.52300 -0.29797 1.70643 -0.45
S 1.52054 1.06550 -0.07248 -0.12
O 2.14845 1.33170 1.41662 -0.42
H -1.39971 -1.31372 -0.28113 0.28
H -0.19000 -0.47427 -1.30979 0.26
H 1.48653 1.94429 1.72476 0.34
```

=====

The following is a DFT calculation (wB97M-V/def2-TZVPD) of a single C4H9N3S molecule at a distorted geometry.

total charge = 0
frontier orbital gap = 0.341 hartree
SMILES = [H]/N=C(\C=C(\C)N)NS
E_HOMO = -8.45 eV
spin multiplicity = 1
calculated total energy = -720.24399 Ha

Structure (XYZ):
```
17
Properties=species:S:1:pos:R:3:mulliken_charge:R:1
H 0.11491 2.33128 -0.47908 0.31
N -0.80649 2.13662 -0.09847 -0.84
C -1.10006 0.89712 -0.24282 0.61
C -0.16983 -0.21645 -0.47646 -0.79
C 1.07219 -0.26717 0.07844 0.88
C 2.02349 -1.38948 -0.14321 -1.45
N 1.61242 0.79180 0.78291 -0.52
N -2.50030 0.60815 -0.20311 -0.34
S -3.09824 -0.84918 0.47971 -0.19
H -0.56715 -0.97487 -1.14739 0.29
H 2.36036 -1.81784 0.79422 0.38
H 2.87330 -1.05862 -0.70295 0.34
H 1.57187 -2.17682 -0.71545 0.34
H 2.39414 0.60089 1.38982 0.25
H 0.89991 1.36639 1.22286 0.26
H -3.03512 1.39188 0.12547 0.32
H -3.64539 -1.37371 -0.66450 0.14
```

=====

The following is a DFT calculation (wB97M-V/def2-TZVPD) of C40H52GeIN7O7PRb as an isolated structure.

total charge = -2
frontier orbital gap (spin up / spin down) = 0.158 / 0.106 hartree
E_HOMO (spin up / spin down) = -1.41 / 0.01 eV
spin multiplicity = 1
calculated total energy = -5205.37945 Ha

Structure (XYZ):
```
110
Properties=species:S:1:pos:R:3:mulliken_charge:R:1
Rb 1.03966 1.02713 0.95419 0.53
C 3.01053 -4.01513 -2.49277 -1.31
C 3.67527 -4.14002 -1.14944 1.13
C 4.77078 -4.98171 -0.99124 -0.84
C 5.43290 -5.06805 0.22446 -0.70
C 4.96938 -4.33520 1.30448 -0.84
C 3.86112 -3.50814 1.17026 -0.57
N 3.41571 -2.77249 2.30415 -0.08
C 2.11348 -2.88031 2.75076 0.08
C 1.43336 -4.10114 2.63146 -0.74
C 0.12864 -4.23250 3.06484 -0.61
C -0.54699 -3.15164 3.62248 -0.62
C 0.11464 -1.93965 3.71620 -0.61
C 1.43452 -1.77275 3.30133 0.86
C 2.01992 -0.36774 3.31985 0.35
O 3.22673 -0.20329 3.02650 -0.86
O 1.19185 0.56551 3.51490 -0.54
C 3.22236 -3.37206 -0.06948 1.27
C 2.12295 -2.36669 -0.28589 -0.14
H 3.34623 -4.80580 -3.16505 0.41
H 3.24161 -3.05492 -2.96095 0.20
H 1.92302 -4.06757 -2.42056 0.27
H 5.11414 -5.56246 -1.84040 0.35
H 6.29856 -5.71027 0.33290 0.37
H 5.44244 -4.39596 2.27639 0.47
H 3.80143 -1.83609 2.45147 0.56
H 1.94773 -4.94422 2.18619 0.38
H -0.36920 -5.18971 2.95576 0.38
H -1.57468 -3.24590 3.94656 0.45
H -0.37999 -1.05725 4.10221 0.47
H 1.17030 -2.84953 -0.52383 0.30
H 2.36638 -1.68884 -1.10747 0.06
H 1.97128 -1.75457 0.59744 -0.67
C 2.50502 4.89703 3.30446 -1.02
N 1.43903 4.06591 3.81882 0.26
C 1.47936 3.57946 5.18562 -0.95
C 0.44656 3.65177 3.01262 0.00
O 0.34180 3.93825 1.82951 -0.63
H 2.49656 5.88862 3.76628 0.32
H 2.37094 5.00633 2.23154 0.33
H 3.46875 4.42260 3.49921 0.36
H 2.46891 3.78385 5.59296 0.36
H 1.32730 2.49866 5.19874 0.28
H 0.74009 4.06761 5.82616 0.27
H -0.24328 2.95430 3.51039 0.43
C -4.31537 -3.03420 2.31103 -1.18
Ge -4.39960 -2.05873 0.60919 0.58
C -5.47517 -0.43718 0.93800 -0.85
C -5.54736 -3.14671 -0.56904 -1.51
C -2.68263 -1.79653 -0.19171 -0.99
H -5.23475 -3.60159 2.47310 0.42
H -4.18945 -2.34520 3.14926 0.21
H -3.47138 -3.72473 2.31158 0.32
H -6.52278 -0.63516 0.69705 0.49
H -5.13618 0.41015 0.34231 0.17
H -5.41806 -0.14954 1.98656 0.16
H -6.34372 -3.63667 -0.00328 0.43
H -4.94256 -3.90579 -1.06597 0.39
H -6.00714 -2.51993 -1.33654 0.38
H -1.89344 -2.22145 0.44019 0.20
I -4.89438 0.31492 5.34295 0.06
C -3.92037 1.50835 3.96045 -0.29
C -4.27717 2.83038 3.76267 -0.33
C -3.58570 3.56614 2.81722 -1.24
C -2.56097 2.94972 2.10677 -0.30
N -2.22680 1.67624 2.29545 0.73
C -2.88800 0.96824 3.19848 -0.02
H -5.08208 3.27382 4.33544 0.39
H -3.81821 4.60697 2.63436 0.45
H -1.97421 3.49735 1.38063 0.58
H -2.58881 -0.06744 3.32280 0.06
C -2.83712 1.97747 -3.41951 -0.91
N -1.50193 2.20746 -2.76350 0.25
C -0.49184 1.26291 -3.41681 0.41
N -0.92220 -0.08399 -3.32427 0.35
C -2.22575 -0.25234 -3.92536 -1.05
N -3.24535 0.61410 -3.33228 0.22
C -3.61695 0.15415 -1.98247 -1.42
P -2.19930 -0.15648 -0.80502 1.73
C -1.63134 1.92647 -1.28607 -1.18
C -0.82344 -0.65768 -1.97303 -0.04
H -2.72204 2.26684 -4.46795 0.37
H -3.55450 2.63372 -2.92634 0.39
H -1.17086 3.15887 -2.94838 0.41
H 0.44184 1.43570 -2.90276 -1.16
H -0.41435 1.58399 -4.45870 0.39
H -2.54692 -1.28751 -3.80747 0.43
H -2.15265 -0.01921 -4.99249 0.27
H -4.18304 -0.77310 -2.09636 0.42
H -4.28209 0.90578 -1.55043 0.40
H -0.67618 2.20919 -0.84327 0.22
H -2.41463 2.58853 -0.90462 0.42
H -0.86097 -1.74539 -2.05849 0.47
H 0.16084 -0.37417 -1.58635 -0.41
O 2.36652 0.65984 -1.43860 -0.73
C 2.30053 1.81694 -1.94449 -0.02
O 1.57733 2.74236 -1.48727 -0.75
C 3.00903 2.05329 -3.26293 0.66
C 3.56365 0.96292 -3.94198 -0.77
C 4.11902 1.16651 -5.20138 -0.32
C 4.12965 2.41719 -5.79367 -0.53
C 3.57288 3.51683 -5.11275 -0.43
C 3.01286 3.31583 -3.83441 -0.44
N 3.55447 4.76583 -5.70827 0.88
O 3.04286 5.75343 -5.07744 -0.81
O 4.03236 4.89844 -6.89082 -0.83
H 3.54693 -0.01036 -3.47317 0.58
H 4.54880 0.32682 -5.73924 0.37
H 4.54409 2.58937 -6.77588 0.44
H 2.56901 4.15259 -3.31872 0.64
```

=====

The following is a DFT calculation (wB97M-V/def2-TZVPD) of C36H28BF2OP2STa as an isolated structure.

total charge = +4
frontier orbital gap = 0.220 hartree
E_HOMO = -19.55 eV
spin multiplicity = 1
calculated total energy = -2824.89675 Ha

Structure (XYZ):
```
72
Properties=species:S:1:pos:R:3:mulliken_charge:R:1
Ta 0.50574 0.20350 0.18099 0.68
O -0.60455 -1.37492 -0.46715 -0.25
S -1.48081 -0.30618 -1.22409 1.65
C -3.05199 -0.40424 -0.43134 1.14
C -4.25055 -0.72484 -1.04517 -0.31
C -5.39723 -0.80683 -0.25702 -1.16
C -5.33136 -0.57690 1.10485 -0.84
C -4.11652 -0.25086 1.71067 -0.96
C -2.95567 -0.15481 0.95823 -0.36
P -1.41736 0.35324 1.79638 0.54
C -1.71219 1.54219 3.07600 1.10
C -1.92799 1.10669 4.39084 -0.09
C -2.22705 2.04377 5.36395 -0.85
C -2.30828 3.39328 5.03122 -0.55
C -2.09139 3.82157 3.72477 -0.87
C -1.79151 2.89967 2.73844 -0.55
C -0.42861 -1.07023 2.36336 0.79
C -0.79067 -2.41813 2.11776 -0.38
C -0.08765 -3.44206 2.70871 -0.88
C 0.99111 -3.15895 3.55367 -0.57
C 1.35772 -1.84689 3.82264 -1.08
C 0.64232 -0.80464 3.25757 -0.34
C -1.21699 -0.72587 -2.92608 0.87
C -2.17874 -1.11706 -3.83844 -0.45
C -1.76598 -1.53615 -5.10379 -1.03
C -0.42363 -1.56604 -5.43713 -0.90
C 0.54142 -1.14284 -4.52022 -0.81
C 0.16304 -0.71800 -3.25687 -0.01
P 1.36584 0.09155 -2.18030 0.79
C 2.31342 1.33680 -2.99706 0.90
C 1.71433 2.57533 -3.26193 -0.57
C 2.42392 3.52052 -3.98080 -0.82
C 3.70892 3.23190 -4.43071 -0.52
C 4.29826 1.99917 -4.16934 -0.84
C 3.60651 1.03843 -3.45174 0.00
C 2.38594 -0.86975 -1.03864 -0.01
C 2.16831 -2.21815 -0.68346 0.26
C 2.94182 -2.80166 0.31268 -0.77
C 3.89983 -2.05805 0.99756 -0.66
C 4.08053 -0.71165 0.70994 -0.72
C 3.32284 -0.09752 -0.28737 -0.67
H -4.33719 -0.90937 -2.10171 0.33
H -6.34151 -1.04934 -0.72666 0.49
H -6.22902 -0.63445 1.70703 0.48
H -4.08880 -0.04477 2.77405 0.55
H -1.86554 0.05685 4.65315 0.52
H -2.39815 1.72479 6.38334 0.49
H -2.54116 4.11897 5.79963 0.47
H -2.15705 4.87292 3.47977 0.47
H -1.63561 3.23453 1.71836 0.45
H -1.63799 -2.64803 1.48527 0.49
H -0.38686 -4.46833 2.54075 0.52
H 1.52279 -3.97294 4.03154 0.52
H 2.16037 -1.63480 4.51673 0.56
H 0.84982 0.21075 3.57149 0.70
H -3.23196 -1.11045 -3.61660 0.45
H -2.51430 -1.84082 -5.82385 0.50
H -0.11540 -1.89508 -6.42118 0.48
H 1.58355 -1.11772 -4.81591 0.55
H 0.71159 2.80122 -2.91659 0.41
H 1.97944 4.48382 -4.19121 0.47
H 4.25742 3.97668 -4.99271 0.47
H 5.29597 1.78616 -4.52914 0.47
H 4.06708 0.07688 -3.25674 0.51
H 1.44214 -2.81156 -1.22484 0.49
H 2.81617 -3.85448 0.53134 0.58
H 4.52057 -2.53707 1.74422 0.53
H 4.83923 -0.13736 1.22747 0.56
H 3.54072 0.92559 -0.57959 0.58
F 1.19913 2.22842 0.19789 -0.48
B 1.58174 1.61631 1.53303 0.61
F 2.23769 2.29831 2.37012 -0.13
```